1.
The following is a quantum chemistry calculation of a molecular structure, C38H36NNaO2Si at a distorted geometry, from the Open Molecules 2025 dataset.

Output
Energy relative to the best compared isomer or geometry (same formula, charge and spin) in kcal/mol: 0.0
Total charge: -2

Geometry (Å):
Na1 -0.117 0.088 -0.559
O1 -1.161 1.574 -1.747
C1 -1.305 2.701 -0.938
C2 -2.545 2.607 0.068
C3 -2.368 1.698 1.284
C4 -2.707 2.234 2.539
C5 -2.908 1.399 3.655
C6 -2.667 0.049 3.459
C7 -2.171 -0.432 2.256
C8 -1.943 -1.845 1.894
C9 -0.444 -2.321 1.776
O2 0.187 -1.718 0.702
C10 0.303 -1.929 3.150
C11 -0.186 -2.257 4.397
C12 0.453 -1.842 5.549
C13 1.538 -0.998 5.451
C14 2.050 -0.625 4.221
C15 1.483 -1.191 3.103
C16 -0.505 -3.859 1.512
C17 0.504 -4.457 0.741
C18 0.653 -5.843 0.698
C19 -0.177 -6.663 1.410
C20 -1.220 -6.090 2.122
C21 -1.406 -4.718 2.157
N1 -2.060 0.400 1.154
C22 -1.679 3.831 -1.867
C23 -2.222 3.501 -3.108
C24 -2.535 4.467 -4.046
C25 -2.470 5.809 -3.597
C26 -1.888 6.169 -2.412
C27 -1.443 5.157 -1.525
C28 0.055 2.991 -0.242
C29 0.092 3.594 1.028
C30 1.322 3.639 1.692
C31 2.478 3.121 1.084
C32 2.434 2.620 -0.201
C33 1.277 2.440 -0.865
H1 -3.385 2.166 -0.529
H2 -2.774 3.587 0.495
H3 -2.873 3.303 2.678
H4 -3.251 1.731 4.624
H5 -2.693 -0.732 4.219
H6 -2.451 -2.093 0.939
H7 -2.455 -2.413 2.680
H8 -1.142 -2.808 4.413
H9 0.108 -2.170 6.511
H10 1.911 -0.601 6.343
H11 2.767 0.174 4.140
H12 1.952 -0.990 2.152
H13 1.341 -3.880 0.289
H14 1.400 -6.199 -0.019
H15 -0.053 -7.752 1.377
H16 -1.978 -6.771 2.554
H17 -2.234 -4.363 2.756
H18 -2.475 2.468 -3.377
H19 -2.786 4.157 -5.052
H20 -2.918 6.616 -4.206
H21 -1.710 7.218 -2.188
H22 -1.012 5.458 -0.549
H23 -0.841 3.989 1.530
H24 1.400 4.036 2.686
H25 3.415 3.160 1.601
H26 3.349 2.303 -0.683
H27 1.367 1.822 -1.884
C34 4.277 -0.720 -5.658
Si1 2.811 -1.411 -4.617
C35 3.076 -2.977 -3.630
C36 1.257 -2.056 -5.389
C37 2.292 -0.021 -3.423
C38 1.827 0.815 -2.637
H28 3.852 -0.039 -6.404
H29 4.962 -1.466 -6.092
H30 4.870 -0.179 -4.930
H31 2.919 -3.858 -4.287
H32 2.364 -2.961 -2.779
H33 4.083 -3.091 -3.141
H34 1.473 -2.966 -5.984
H35 0.640 -1.356 -5.950
H36 0.621 -2.431 -4.574

***

2.
The following is a quantum chemistry calculation of a single C6H8O2S molecule at a distorted geometry, from the Open Molecules 2025 dataset.

Output
SMILES: O=S1(=O)CC[C@H]2C=C[C@H]21
Energy relative to the best compared isomer or geometry (same formula, charge and spin) in kcal/mol: 50.3
Total charge: 0

Geometry (Å):
C1 0.514 0.510 -1.621
C2 0.727 -0.774 -1.612
C3 -0.926 1.113 0.554
C4 0.223 0.664 1.514
C5 -0.810 0.485 -0.796
C6 -0.303 -1.198 -0.569
O1 2.055 -1.115 0.845
O2 -0.042 -2.015 1.797
S1 0.628 -1.036 1.004
H1 1.029 1.431 -1.926
H2 1.134 -1.410 -2.380
H3 -1.818 0.698 0.827
H4 -0.892 2.154 0.417
H5 1.109 1.360 1.378
H6 0.033 0.560 2.586
H7 -1.606 0.568 -1.524
H8 -1.055 -1.995 -0.493

***

3.
The following is a quantum chemistry calculation of a single C8H9OP molecule at a distorted geometry, from the Open Molecules 2025 dataset.

Output
Energy relative to the best compared isomer or geometry (same formula, charge and spin) in kcal/mol: 103.0
Total charge: 0

Geometry (Å):
C1 0.686 -1.953 0.085
C2 -0.097 -1.794 -1.050
C3 0.513 -1.021 1.216
C4 -1.257 -0.937 -1.054
C5 -0.635 0.000 1.131
C6 -1.558 -0.170 0.024
C7 0.781 0.450 0.895
C8 0.727 2.131 -0.716
O1 1.192 0.877 -0.372
P1 -3.171 0.553 0.127
H1 1.652 -2.425 -0.029
H2 -0.022 -2.243 -2.020
H3 1.127 -1.227 2.114
H4 -1.830 -0.743 -1.880
H5 -1.250 0.140 2.025
H6 1.099 0.932 1.806
H7 -0.270 2.199 -0.451
H8 0.966 2.380 -1.765
H9 1.347 2.852 -0.084

***

4.
The following is a quantum chemistry calculation of a single CHClS3 molecule at a distorted geometry, from the Open Molecules 2025 dataset.

Output
SMILES: S=C(S)SCl
Energy relative to the best compared isomer or geometry (same formula, charge and spin) in kcal/mol: 13.5
Total charge: 0

Geometry (Å):
C1 -0.151 0.213 0.019
S1 -1.503 -0.686 -0.086
S2 0.121 1.522 1.069
S3 1.432 -0.301 -1.070
Cl1 0.854 -1.949 -1.936
H1 -0.754 1.201 2.005

***

5.
The following is a quantum chemistry calculation of a molecular structure, C19H26N8OPd, from the Open Molecules 2025 dataset.

Output
Energy relative to the best compared isomer or geometry (same formula, charge and spin) in kcal/mol: 31.2
Total charge: 0

Geometry (Å):
Pd1 0.252 1.948 -0.126
N1 0.319 4.008 1.104
C1 1.204 5.089 0.661
C2 0.837 5.690 -0.689
C3 0.916 4.753 -1.887
N2 -0.254 3.889 -1.970
H1 -0.654 4.281 1.069
H2 0.533 3.744 2.056
H3 2.215 4.673 0.593
H4 1.243 5.911 1.389
H5 1.522 6.528 -0.852
H6 -0.167 6.130 -0.637
H7 1.788 4.105 -1.774
H8 1.076 5.347 -2.797
H9 -0.051 3.054 -2.509
H10 -1.038 4.361 -2.404
N3 -4.286 -3.624 0.747
C4 -4.600 -4.927 1.084
C5 -5.811 -5.599 1.216
C6 -5.744 -6.931 1.574
C7 -4.512 -7.571 1.793
C8 -3.317 -6.893 1.658
C9 -3.366 -5.547 1.297
N4 -2.331 -4.644 1.096
C10 -2.918 -3.525 0.774
C11 -2.212 -2.270 0.468
C12 -2.873 -1.097 0.127
C13 -2.139 0.046 -0.140
N5 -0.801 0.095 -0.086
C14 -0.174 -1.050 0.225
C15 -0.824 -2.235 0.509
H11 -4.932 -2.889 0.528
H12 -6.762 -5.110 1.049
H13 -6.660 -7.496 1.690
H14 -4.505 -8.617 2.072
H15 -2.366 -7.380 1.825
H16 -3.952 -1.036 0.065
H17 -2.630 0.972 -0.404
H18 0.906 -0.991 0.244
H19 -0.265 -3.125 0.760
C16 6.182 0.906 -0.397
N6 4.816 0.973 -0.847
C17 4.434 1.080 -2.244
C18 2.961 1.497 -2.131
O1 2.244 1.686 -3.084
N7 2.638 1.632 -0.792
C19 3.739 1.374 -0.126
N8 3.774 1.510 1.216
H20 6.719 0.172 -0.996
H21 6.238 0.570 0.637
H22 6.698 1.868 -0.479
H23 4.537 0.138 -2.783
H24 4.998 1.855 -2.768
H25 2.861 1.604 1.640
H26 4.496 1.067 1.754

***

6.
The following is a quantum chemistry calculation of a molecular structure, C4H10O6 at a distorted geometry, from the Open Molecules 2025 dataset.

Output
Energy relative to the best compared isomer or geometry (same formula, charge and spin) in kcal/mol: 259.6
Total charge: 0

Geometry (Å):
O1 -2.211 -4.654 2.196
O2 -0.626 -4.380 1.750
H1 -2.192 -5.621 2.001
C1 -0.895 2.390 -1.207
C2 0.505 1.873 -1.462
C3 1.052 1.062 -0.268
O3 0.115 0.008 -0.074
C4 0.427 -0.953 0.966
O4 -0.517 -1.877 0.990
O5 -0.156 -3.382 2.300
O6 1.456 2.890 -1.724
H2 -1.549 1.547 -0.968
H3 -0.881 3.091 -0.365
H4 -1.286 2.907 -2.088
H5 0.497 1.170 -2.309
H6 2.059 0.682 -0.515
H7 1.137 1.736 0.607
H8 1.431 -1.395 0.748
H9 0.461 -0.440 1.957
H10 1.171 3.345 -2.537

***

7.
The following is a quantum chemistry calculation of a single C24H30N6O4 molecule at a distorted geometry, from the Open Molecules 2025 dataset.

Output
SMILES: CC[C@@H](C(=O)NC1CCCC1)N(C(=O)Cn1nnc(-c2ccc(C)o2)n1)c1ccc(OC)cc1
Energy relative to the best compared isomer or geometry (same formula, charge and spin) in kcal/mol: 54.4
Total charge: 0

Geometry (Å):
C1 -1.263 -4.416 1.603
C2 -1.388 -2.964 2.046
H1 -0.425 -2.588 2.389
H2 -2.081 -2.894 2.887
C3 -1.936 -2.062 0.947
N1 -1.034 -1.930 -0.206
C4 -1.591 -1.625 -1.391
O1 -2.798 -1.611 -1.577
C5 -0.650 -1.236 -2.541
N2 0.335 -0.295 -2.113
N3 1.603 -0.384 -2.416
N4 2.209 0.575 -1.818
C6 1.268 1.256 -1.128
N5 0.063 0.719 -1.318
C7 1.528 2.363 -0.261
C8 0.708 2.986 0.647
C9 1.498 3.979 1.261
C10 2.740 3.893 0.693
O2 2.763 2.913 -0.227
C11 3.983 4.673 0.926
H3 4.313 5.144 0.001
H4 3.802 5.439 1.674
H5 4.784 4.019 1.270
H6 1.191 4.663 2.025
H7 -0.314 2.744 0.848
H8 -1.284 -0.792 -3.317
H9 -0.124 -2.097 -2.958
C12 0.372 -1.988 -0.003
C13 1.128 -2.953 -0.665
C14 2.496 -2.982 -0.520
C15 3.143 -2.048 0.293
C16 2.380 -1.118 0.993
C17 1.005 -1.092 0.847
H10 0.426 -0.361 1.389
H11 2.842 -0.393 1.643
O3 4.494 -2.136 0.340
C18 5.208 -1.121 1.008
H12 4.967 -0.135 0.600
H13 6.260 -1.339 0.834
H14 5.011 -1.133 2.085
H15 3.095 -3.712 -1.040
H16 0.638 -3.675 -1.303
H17 -2.867 -2.488 0.555
C19 -2.228 -0.638 1.475
O4 -1.665 -0.165 2.443
N6 -3.147 0.003 0.741
H18 -3.495 -0.443 -0.099
C20 -3.459 1.409 0.892
H19 -2.983 1.728 1.822
C21 -2.958 2.194 -0.329
C22 -4.114 2.080 -1.319
C23 -5.343 2.286 -0.434
H20 -6.244 1.863 -0.875
H21 -5.509 3.354 -0.286
C24 -4.986 1.619 0.904
H22 -5.288 2.239 1.747
H23 -5.483 0.655 1.007
H24 -4.051 2.813 -2.121
H25 -4.127 1.084 -1.765
H26 -2.022 1.789 -0.713
H27 -2.806 3.239 -0.057
H28 -2.218 -4.790 1.241
H29 -0.946 -5.035 2.438
H30 -0.528 -4.517 0.808

***

8.
The following is a quantum chemistry calculation of a single C6H6ClFNOP molecule at a distorted geometry, from the Open Molecules 2025 dataset.

Output
SMILES: [H]/N=C1/C=CC=C[C@@H]1OP(F)Cl
Energy relative to the best compared isomer or geometry (same formula, charge and spin) in kcal/mol: 54.4
Total charge: 0

Geometry (Å):
C1 -1.324 0.899 0.037
C2 -0.255 1.449 0.689
C3 -1.188 -0.489 -0.516
C4 1.179 0.857 0.601
C5 0.008 -1.183 -0.500
C6 1.145 -0.622 0.150
N1 2.223 -1.357 0.170
O1 1.909 1.547 -0.432
F1 2.969 3.726 -0.697
P1 1.479 3.041 -0.888
Cl1 1.658 2.751 -2.884
H1 -2.333 1.336 0.123
H2 -0.242 2.405 1.252
H3 -1.928 -0.957 -1.117
H4 1.746 0.784 1.562
H5 0.330 -1.972 -1.095
H6 2.925 -1.043 0.801

***

9.
The following is a quantum chemistry calculation of 3 unconnected molecules or ions with the total composition C33H49FI2N2O12P at a distorted geometry, from the Open Molecules 2025 dataset.

Output
Total charge: -1
Calculated total energy in hartree: -3335.66094

Geometry (Å):
C1 -3.156 1.279 0.655
C2 -2.739 0.681 -0.477
P1 -1.975 -1.106 -0.641
C3 -2.777 -1.655 0.974
O1 -4.202 -1.517 0.976
C4 -4.752 -1.431 2.264
C5 -5.901 -0.393 2.197
O2 -7.157 -1.035 1.997
C6 -7.534 -1.028 0.638
C7 -8.127 0.312 0.151
C8 -0.909 -2.679 -0.944
C9 -0.264 -3.352 0.276
O3 -0.872 -4.624 0.637
C10 1.210 -3.749 -0.100
N1 1.137 -4.964 -0.950
C11 -3.419 -1.597 -1.860
I1 -3.955 -0.197 -3.446
C12 -4.159 -2.716 -1.915
C13 -5.279 -2.956 -2.941
I2 -3.921 -4.388 -0.645
O4 -1.166 -0.424 -2.092
C14 -0.104 0.387 -1.842
F1 0.917 -0.279 -2.625
C15 -0.211 1.745 -2.599
C16 0.070 1.519 -4.121
C17 -0.889 2.264 -5.056
O5 -0.908 0.798 -4.817
C18 0.255 0.399 -0.311
N2 0.165 1.631 0.481
C19 0.772 2.682 0.101
C20 2.134 2.806 -0.582
C21 0.061 4.025 0.383
C22 1.614 -0.262 0.121
C23 2.750 -0.420 -0.673
C24 3.934 -0.991 -0.176
C25 4.033 -1.391 1.156
C26 2.888 -1.221 1.964
C27 1.703 -0.669 1.471
O6 -0.675 -0.457 0.350
H1 -2.764 1.067 1.650
H2 -3.910 2.073 0.589
H3 -2.784 1.350 -1.341
H4 -2.323 -1.046 1.770
H5 -2.570 -2.690 1.292
H6 -4.038 -1.123 3.042
H7 -5.166 -2.403 2.587
H8 -5.671 0.230 1.323
H9 -5.913 0.230 3.100
H10 -6.721 -1.333 -0.036
H11 -8.309 -1.799 0.537
H12 -7.420 0.911 -0.432
H13 -8.995 0.105 -0.488
H14 -8.505 0.926 0.978
H15 -1.385 -3.374 -1.644
H16 -0.072 -2.299 -1.539
H17 -0.257 -2.771 1.202
H18 -1.129 -4.548 1.557
H19 1.760 -4.047 0.805
H20 1.725 -2.952 -0.635
H21 1.484 -5.773 -0.464
H22 1.602 -4.822 -1.833
H23 -4.891 -2.951 -3.962
H24 -6.035 -2.180 -2.784
H25 -5.768 -3.920 -2.769
H26 -1.200 2.197 -2.543
H27 0.594 2.434 -2.331
H28 1.113 1.441 -4.430
H29 -0.694 2.296 -6.122
H30 -1.713 2.785 -4.576
H31 2.226 2.184 -1.479
H32 2.326 3.840 -0.886
H33 2.910 2.526 0.141
H34 0.347 4.369 1.386
H35 0.321 4.752 -0.391
H36 -1.016 3.841 0.372
H37 2.744 -0.099 -1.708
H38 4.796 -1.135 -0.823
H39 4.940 -1.810 1.581
H40 2.968 -1.507 3.012
H41 0.880 -0.551 2.165
C28 6.559 3.634 -0.992
C29 6.713 4.711 -2.040
O7 5.388 5.237 -2.142
C30 4.746 4.969 -0.977
O8 3.686 5.407 -0.672
O9 5.474 4.127 -0.204
H42 7.450 3.503 -0.382
H43 6.275 2.670 -1.418
H44 7.387 5.511 -1.723
H45 7.050 4.324 -2.998
C31 5.156 0.374 5.318
C32 5.431 -1.092 5.554
O10 6.154 -1.464 4.379
C33 6.724 -0.342 3.870
O11 7.523 -0.333 2.993
O12 6.259 0.767 4.497
H46 5.134 0.954 6.238
H47 4.229 0.543 4.767
H48 6.064 -1.266 6.427
H49 4.523 -1.683 5.651

***

10.
The following is a quantum chemistry calculation of 6 unconnected molecules or ions with the total composition C19H44N3O14S at a distorted geometry, from the Open Molecules 2025 dataset.

Output
Energy relative to the best compared isomer or geometry (same formula, charge and spin) in kcal/mol: 77.5
Total charge: +1

Geometry (Å):
C1 -2.080 2.455 -5.227
N1 -2.655 3.255 -4.115
C2 -2.045 4.747 -4.150
C3 -4.152 3.452 -4.628
C4 -2.631 2.848 -2.748
C5 -3.194 1.399 -2.577
O1 -3.032 1.157 -1.142
H1 -2.458 1.499 -5.245
H2 -1.115 2.142 -4.989
H3 -2.016 2.925 -6.118
H4 -2.551 5.506 -3.489
H5 -2.058 5.090 -5.313
H6 -0.851 4.632 -4.066
H7 -4.097 4.266 -5.354
H8 -4.736 4.198 -3.877
H9 -4.597 2.420 -4.671
H10 -3.239 3.640 -2.231
H11 -1.859 2.989 -2.359
H12 -2.345 0.855 -3.006
H13 -4.079 1.147 -2.998
H14 -2.032 1.043 -1.012
C6 8.045 -1.452 0.780
N2 6.807 -0.754 0.481
C7 7.181 0.716 0.452
C8 6.181 -1.202 -0.886
C9 5.772 -0.944 1.590
C10 4.367 -0.480 1.240
O2 3.409 -0.671 2.286
H15 8.686 -1.475 -0.042
H16 8.007 -2.498 0.796
H17 8.552 -1.251 1.616
H18 7.913 0.800 -0.425
H19 7.535 0.972 1.509
H20 6.247 1.076 0.232
H21 5.791 -2.298 -1.024
H22 7.036 -1.265 -1.197
H23 5.481 -0.555 -1.328
H24 6.353 -0.445 2.553
H25 5.633 -1.940 1.953
H26 3.800 -1.042 0.516
H27 4.048 0.426 0.828
H28 2.499 -0.346 1.808
N3 0.489 0.738 0.962
O3 1.084 -0.294 0.563
O4 -0.582 1.122 0.262
O5 0.536 1.056 2.160
O6 -0.607 -5.803 -1.055
S1 -1.563 -5.250 -0.143
O7 -1.074 -5.092 1.314
O8 -1.788 -3.701 -0.728
C11 -0.720 -2.773 -0.803
C12 -0.929 -1.709 -1.900
C13 -3.053 -6.013 -0.134
H29 0.243 -3.270 -0.960
H30 -0.663 -2.417 0.395
H31 -0.588 -0.768 -1.684
H32 -1.958 -1.645 -2.027
H33 -0.802 -2.144 -2.954
H34 -3.891 -5.965 -0.975
H35 -3.638 -5.677 0.727
H36 -2.851 -7.132 -0.046
C14 -3.086 -1.882 2.518
C15 -3.437 -0.819 1.568
O9 -4.630 -1.203 0.880
C16 -4.843 -2.447 1.195
O10 -5.955 -3.017 0.826
O11 -4.043 -2.895 2.110
H37 -3.302 -1.435 3.461
H38 -2.083 -2.147 2.262
H39 -2.655 -0.673 0.936
H40 -3.409 0.199 2.063
C17 -0.575 1.786 5.379
C18 -0.759 3.223 4.813
O12 -1.755 3.763 5.562
C19 -2.334 2.830 6.375
O13 -3.376 3.001 6.975
O14 -1.719 1.606 6.171
H41 0.206 1.763 6.007
H42 -0.557 1.044 4.802
H43 -1.096 3.110 3.848
H44 0.243 3.889 4.855